No. 1
68
Properties=species:S:1:pos:R:3:forces:R:3 method="wB97M-V/def2-TZVPD" smiles="COCCCN(C[SH](=O)=O)S(=O)(=O)F.O=C1C=C(O)C(=O)C=C1O.O=C1C=C(O)C(=O)C=C1O.O=C1C=C(O)C(=O)C=C1O" largest_force_ha_per_bohr=0.0580 gap_ev=8.113 e_tot_ev=-84920.3896 e_homo_ev=-9.642
S -7.558838 -1.933476 3.045209 -0.99 0.56 0.76
S -7.576272 -6.065379 2.130571 1.70 -1.50 1.91
F -8.943055 -5.946767 1.320098 0.93 0.42 0.27
O -2.801368 -5.010203 2.335338 -0.31 -0.05 0.54
O 6.232842 6.222315 -2.690200 0.39 2.90 -0.59
O 5.949144 4.140052 -2.364262 -0.27 -2.81 0.78
O 3.144905 -1.339844 0.335482 0.24 0.06 0.28
O -7.859070 -6.493595 3.445086 -1.56 0.79 0.73
O -6.569635 -1.887312 4.067247 1.19 -0.63 -0.48
O -6.710385 -6.957246 1.461756 0.17 0.57 -1.87
O 2.899608 9.221802 -4.054773 0.09 0.32 -0.15
O 5.518579 2.337578 -0.417028 0.20 0.26 -0.17
O 4.001828 -2.117848 2.758888 -0.22 0.15 -0.53
O -8.774368 -1.257007 3.370395 -0.80 -0.06 -0.61
O 0.454766 -5.180019 2.785485 -0.06 -0.07 -0.29
O 8.028594 8.082967 -3.433379 -0.09 -0.33 0.13
O -0.354351 -4.453492 0.324094 0.36 -0.14 0.58
O 4.693453 11.042700 -4.875846 -0.36 -0.41 0.19
O 1.141046 1.501430 -1.871402 0.12 0.37 -0.41
O 1.606402 3.238475 -3.865487 -0.21 -0.22 0.19
N -6.895679 -4.517169 2.267098 -1.95 -0.21 -1.57
C 4.070185 8.922320 -3.913690 -0.16 -0.59 0.24
C 6.858502 8.368005 -3.604557 0.11 0.60 -0.30
C -4.217107 -4.854033 2.335214 0.11 0.63 -0.67
C 2.332967 2.102204 -1.948905 -0.11 -0.40 0.43
C 3.308220 1.857224 -1.066819 0.23 0.05 0.15
C 1.102719 -4.306130 2.243172 0.41 0.05 0.41
C 2.265470 -3.679367 2.862726 -0.22 -0.16 0.00
C 4.501205 7.648771 -3.348628 -0.19 0.19 -0.10
C 4.774269 3.520242 -2.299038 0.20 0.37 -0.45
C 2.520280 3.066525 -3.079920 0.37 0.42 -0.30
C 5.804849 7.380524 -3.201806 -0.21 -0.39 0.26
C 2.931817 -2.711484 2.223386 0.26 -0.14 0.58
C 0.699713 -3.848341 0.872543 -0.32 0.09 -0.62
C 2.513974 -2.236704 0.865284 -0.45 -0.09 -0.52
C -8.034078 -3.632939 2.615886 0.08 -0.03 0.49
C 4.594317 2.534486 -1.183323 -0.45 -0.40 0.32
C 3.797368 3.762357 -3.184226 -0.29 -0.03 -0.06
C 5.124674 9.897543 -4.340839 0.39 0.46 -0.20
C -2.373744 -5.258373 3.688857 -0.14 0.01 0.10
C 6.427518 9.632079 -4.191469 0.20 -0.17 0.09
C -6.223386 -4.123093 1.001519 1.26 0.22 -1.28
C -4.760565 -4.696273 0.893194 -0.80 -0.71 0.92
C 1.367105 -2.876967 0.235777 0.25 0.20 0.03
H -4.698935 -5.719068 2.825217 0.18 0.38 -0.11
H -8.490990 -4.045593 3.536462 0.24 0.51 -0.22
H 3.717904 10.986705 -4.868718 0.04 0.06 -0.02
H -4.460779 -3.920133 2.889119 -0.01 -0.53 -0.01
H -6.824719 -4.413332 0.116506 0.23 0.05 0.40
H 7.196842 10.328755 -4.493906 -0.02 0.01 0.00
H 3.184535 1.161183 -0.248669 -0.01 -0.06 -0.06
H 7.208121 6.284833 -2.692331 -0.01 -0.07 -0.01
H -6.105445 -3.029001 0.910360 -0.41 -0.39 0.62
H 3.914648 4.468318 -3.994839 0.04 -0.04 -0.02
H -3.216051 -5.100322 4.384120 0.30 -0.16 -0.21
H 4.295995 -1.457919 2.100867 0.04 -0.01 0.08
H -4.841868 -5.690825 0.428162 0.39 0.45 0.00
H 3.730873 6.946656 -3.059975 0.01 0.01 0.03
H 1.086639 -2.535629 -0.750907 -0.02 -0.01 0.01
H 6.471730 3.785941 -1.617372 -0.02 -0.08 -0.02
H 0.622031 1.848992 -2.622607 -0.01 -0.05 0.04
H 2.556327 -4.029506 3.843262 0.01 0.02 -0.01
H -8.841886 -3.592387 1.861951 0.52 0.28 0.05
H -4.109262 -4.030164 0.310777 -0.32 -0.20 0.13
H -2.028453 -6.301087 3.761109 0.01 0.40 0.11
H -7.136726 -1.375028 1.858468 0.18 -0.47 0.40
H -1.579903 -4.559162 3.992473 -0.19 -0.35 -0.35
H -0.665049 -5.108766 0.981762 -0.25 0.11 -0.05



No. 2
14
Properties=species:S:1:pos:R:3:forces:R:3 method="wB97M-V/def2-TZVPD" smiles=C.O.O.O largest_force_ha_per_bohr=0.0293 gap_ev=11.437 e_tot_ev=-7341.3052 e_homo_ev=-11.187
O -1.683137 2.578677 0.883760 0.19 -0.01 -0.29
O -2.209768 -1.827320 -0.747797 0.35 0.20 -0.82
O -0.555994 -0.217748 1.452035 -0.30 -0.04 -0.43
C 2.105882 -0.103112 -0.986619 1.05 -0.68 0.84
H 0.048062 -0.718868 0.909945 0.24 -0.29 -0.43
H 2.572310 -1.082739 -0.818635 -0.64 -0.25 -0.62
H -0.123120 -0.250548 2.296430 0.08 0.17 0.88
H -2.040406 1.873642 0.346283 -0.88 -0.30 -0.05
H 1.341944 0.013147 -0.230870 -0.09 0.36 0.05
H -1.498956 -1.394703 -1.247982 -0.42 -0.20 0.06
H -1.878991 -1.818256 0.143895 0.02 0.06 0.77
H 2.977109 0.503126 -0.740940 -0.40 0.75 -0.22
H 1.707688 0.069221 -1.976550 0.17 -0.12 -0.15
H -0.762628 2.375487 0.717048 0.63 0.34 0.41



No. 3
15
Properties=species:S:1:pos:R:3:forces:R:3 method="wB97M-V/def2-TZVPD" largest_force_ha_per_bohr=0.1183 gap_ev=7.294 e_tot_ev=-8856.3185 e_homo_ev=-6.825
N 0.008426 0.765279 -0.023431 1.53 2.61 -0.67
C -1.465065 -1.086864 -0.424230 0.20 -0.96 3.58
C -2.103670 0.105924 -0.127373 -2.76 3.45 0.68
C -0.076281 -0.610631 -0.056651 1.47 -2.36 2.48
C 1.323186 1.226768 -0.099279 -0.79 -5.99 -0.69
C 1.323737 -1.040981 0.003863 -1.73 -1.74 -3.14
C -1.241962 1.315405 -0.086203 -0.02 -2.97 0.22
C 2.152048 -0.025789 -0.268263 2.67 1.69 3.19
H 1.615215 2.191456 -0.187109 0.44 2.77 -0.14
H 0.005713 -1.012905 1.077474 -0.51 0.91 -0.94
H -1.189898 2.386368 -0.112243 -1.29 0.20 0.04
H -1.838280 -2.072497 0.217717 0.84 2.49 -2.27
H -3.191133 0.216599 0.283161 1.93 -0.38 -1.45
H 1.334809 -2.073679 -0.190111 1.25 -1.31 0.35
H 3.343152 -0.284451 -0.007328 -3.23 1.59 -1.22



No. 4
20
Properties=species:S:1:pos:R:3:forces:R:3 method="wB97M-V/def2-TZVPD" largest_force_ha_per_bohr=0.0579 multiplicity=3 gap_ev="5.325 / 8.208" s2=2.012 e_tot_ev=-59856.7163 total_charge=-1 e_homo_ev="-2.227 / -6.089"
Cl 1.803894 -2.468858 0.760855 -0.54 -0.33 -0.17
Cl 4.108678 -0.759101 1.090049 1.68 0.14 0.61
Cl 2.753889 -0.883782 -1.527075 -0.25 0.01 0.19
S -0.357209 0.381460 -2.370580 1.68 0.35 1.01
O 1.745648 1.440122 0.427656 -0.54 -0.53 -0.76
O 0.442233 1.847022 -2.048264 0.33 -1.08 1.33
O -1.743330 0.686165 -2.712980 -0.49 0.61 -0.23
C -2.111202 -0.474221 1.171537 -1.56 -0.67 1.34
C -1.435471 0.456919 0.212064 0.68 2.83 0.60
C 1.516611 0.230582 0.689139 1.16 -1.42 1.44
C -0.439770 -0.204547 -0.675265 -1.80 -1.98 0.16
C 2.328519 -0.909703 0.190146 -1.25 1.74 0.40
H -1.336019 -1.059925 1.735563 -0.76 0.88 0.06
H -2.057903 1.143624 -0.369813 -0.74 -0.82 -0.42
H 1.065652 1.791863 -1.192878 -1.42 -0.23 -1.56
H -1.046995 1.377443 0.849256 0.35 -2.01 -0.81
H -2.799168 -1.267948 0.817207 0.59 0.34 -0.88
H -2.868356 0.097340 1.800401 1.45 -0.51 -0.07
H -0.440824 -1.365075 -0.449468 0.62 2.37 -1.03
H 0.871124 -0.059380 1.602449 0.82 0.30 -1.21



No. 5
88
Properties=species:S:1:pos:R:3:forces:R:3 method="wB97M-V/def2-TZVPD" largest_force_ha_per_bohr=0.0258 gap_ev=6.250 e_tot_ev=-52650.7939 total_charge=-1 e_homo_ev=-4.194
Cl 5.346434 4.407087 -0.096417 0.44 -0.07 -0.07
O -1.974459 6.701438 1.289587 -0.17 0.21 -0.01
O 8.735571 4.281585 -3.098459 -0.15 -0.12 0.03
O -5.909396 -8.876411 3.776635 0.08 -0.07 -0.22
O -2.341653 1.112358 -3.024858 -0.28 0.02 -0.18
O 2.485069 1.517690 -2.057086 0.32 -0.11 -0.53
O 2.569349 2.913975 -0.319549 0.31 0.21 -0.33
O -4.529275 -5.070577 1.090454 -0.11 0.05 0.23
C 9.901735 6.136081 -1.983906 -0.03 0.06 -0.12
C -5.287831 -4.312179 -1.125430 -0.04 -0.12 0.00
C -2.203816 1.982077 -1.909463 0.19 0.11 0.23
C -1.932027 -0.223200 -2.815222 0.22 -0.06 0.04
C -6.913884 -7.876757 3.773533 -0.09 0.12 0.08
C -0.580059 6.918001 1.453451 0.22 -0.09 -0.02
C -6.802834 -10.164045 5.674140 -0.10 0.05 -0.06
C 5.323022 3.432141 -1.621293 -0.54 -0.31 -0.56
C 3.911442 3.435451 -2.216164 0.18 0.18 0.50
C -6.594925 -6.684260 4.658501 0.11 -0.05 0.08
C -0.779539 2.107096 -1.398411 -0.13 -0.07 -0.09
C -4.252780 -6.406236 0.712908 0.03 -0.11 -0.05
C 2.911714 2.537703 -1.470389 -0.91 -0.29 0.92
C -2.692927 -0.935929 -1.708615 -0.12 0.05 0.06
C -2.487326 5.514250 1.861372 0.04 -0.15 -0.02
C -4.384462 -4.091244 0.075597 0.05 0.03 -0.15
C 5.829935 2.006032 -1.445127 -0.22 -0.03 0.10
C 10.448431 3.959715 -4.834943 0.06 -0.02 0.10
C -2.832833 -6.625833 0.218623 0.03 0.12 -0.05
C -2.286003 5.414249 3.364310 0.06 0.10 0.04
C -5.617538 -9.465298 5.028680 0.00 0.00 0.14
C 9.626762 4.643845 -2.060457 0.08 0.05 0.08
C 9.140725 4.609178 -4.411204 0.05 0.04 -0.08
C 0.290067 5.827250 0.855879 -0.16 -0.05 0.03
H -0.382777 1.159002 -1.038546 0.08 0.05 0.06
H 8.340312 4.258221 -5.062892 -0.07 -0.02 0.09
H 9.190914 5.697160 -4.536245 0.06 0.00 -0.01
H -2.068545 4.636774 1.356700 0.05 -0.02 0.06
H -2.674713 -7.679340 -0.015159 -0.01 -0.01 0.03
H -2.618842 -6.049468 -0.682304 -0.02 -0.06 -0.04
H -0.370296 7.864410 0.953165 -0.13 0.02 -0.01
H -2.107445 -0.739701 -3.760690 -0.04 0.09 -0.05
H -7.615401 -9.470833 5.895186 0.03 0.02 0.07
H -6.996749 -7.538903 2.740401 0.09 -0.10 -0.05
H 8.969165 6.686005 -1.851941 -0.01 -0.02 0.04
H -0.112176 2.451743 -2.186734 0.09 -0.03 0.06
H -7.884850 -8.311137 4.038536 0.01 0.01 0.06
H -4.981064 -6.750311 -0.030972 0.05 0.00 -0.06
H 3.537935 4.453663 -2.155316 -0.11 0.19 -0.29
H -4.416302 -7.009211 1.607561 -0.05 0.09 0.05
H 10.382763 6.512680 -2.888403 0.08 -0.02 0.03
H 5.967490 3.944166 -2.327084 0.21 0.32 0.18
H -2.556508 2.956409 -2.251972 -0.04 -0.06 -0.12
H -3.336703 -4.018452 -0.233652 -0.01 -0.02 -0.06
H -5.649666 -6.230295 4.358295 -0.03 0.03 -0.05
H 5.180008 1.344650 -2.012556 -0.10 -0.11 -0.10
H 10.679722 4.218654 -5.869191 -0.03 -0.01 -0.01
H -4.636866 -3.137782 0.539039 0.01 -0.05 0.13
H -2.743854 6.268062 3.867881 -0.03 -0.01 -0.01
H -6.499543 -10.630397 6.612231 0.02 -0.01 -0.01
H -6.333969 -4.337578 -0.815378 0.00 0.03 0.01
H 9.153568 4.321689 -1.133109 -0.13 -0.06 -0.08
H 0.082345 5.708920 -0.207727 0.05 0.00 -0.01
H 6.837759 1.875041 -1.823722 0.31 0.10 0.18
H -0.734452 2.816458 -0.571031 0.03 0.02 -0.01
H 5.751379 1.685149 -0.413667 0.12 -0.04 0.20
H -7.382212 -5.934510 4.576798 0.00 0.00 -0.03
H -0.340942 7.066837 2.513515 -0.01 -0.04 0.01
H 10.377697 2.874292 -4.752354 -0.02 0.00 -0.03
H -5.156399 -3.504622 -1.846220 0.01 0.02 0.02
H 10.558402 6.354376 -1.140759 -0.02 -0.02 0.02
H -3.765834 -0.929742 -1.917412 0.00 -0.02 -0.02
H -6.508184 -6.964717 5.709390 -0.09 0.01 0.01
H -0.853380 -0.265401 -2.632073 -0.01 -0.01 0.08
H 1.345033 6.070490 0.977685 0.02 -0.03 -0.03
H 10.562283 4.078169 -2.147451 0.04 0.06 -0.03
H -2.113865 -6.323540 0.980969 0.00 -0.03 0.02
H -5.071943 -5.252812 -1.634149 0.06 0.04 -0.05
H 4.003872 3.102693 -3.247087 -0.06 0.02 -0.18
H 11.286014 4.284144 -4.215671 0.01 0.06 -0.04
H 0.121177 4.860733 1.330327 0.12 -0.01 0.02
H -2.544042 -0.460948 -0.738563 0.09 -0.04 0.01
H -5.189095 -8.721696 5.709868 -0.05 0.01 0.04
H -7.197742 -10.934875 5.010772 0.02 -0.02 0.01
H -1.230012 5.398059 3.634736 0.00 -0.09 -0.02
H -4.832614 -10.196728 4.834890 0.01 0.04 -0.11
H -2.881472 1.673818 -1.101894 0.00 -0.04 -0.01
H -2.741884 4.498942 3.744357 -0.01 0.00 -0.02
H -3.555994 5.518351 1.641613 0.01 0.09 -0.06
H -2.358191 -1.971996 -1.628674 0.02 0.00 -0.02



No. 6
15
Properties=species:S:1:pos:R:3:forces:R:3 method="wB97M-V/def2-TZVPD" largest_force_ha_per_bohr=0.0882 gap_ev="8.159 / 8.155" e_tot_ev=-19202.7880 e_homo_ev="-9.568 / -9.565"
S 2.240097 0.300128 0.213824 -0.07 -1.59 -3.38
O 3.591697 0.325748 -0.280540 0.34 1.03 0.74
O 1.888366 -0.761778 1.084955 -0.08 -0.81 1.88
C -0.859227 0.456471 1.258900 -0.96 -4.12 -1.64
C -1.105956 -1.027790 -0.818931 1.55 -2.35 -1.36
C 1.075257 0.579389 -0.932947 -2.95 -0.66 3.35
C -0.844185 0.315342 -0.260275 2.75 1.60 -1.52
H -1.839132 0.282863 1.761279 0.32 -0.83 -0.83
H -2.039879 -1.502415 -0.478522 0.26 0.32 0.11
H 1.221589 1.541318 -1.297204 0.19 1.71 -1.43
H -0.755981 1.407266 1.531332 1.65 3.93 1.13
H -1.172456 1.147649 -0.902203 -0.43 -0.28 0.75
H -1.110007 -1.095269 -1.990336 0.14 0.36 2.26
H -0.091128 -0.298683 1.545689 -0.77 1.02 0.76
H -0.199057 -1.670236 -0.435015 -1.94 0.70 -0.82